# 1
The following is a DFT calculation (wB97M-V/def2-TZVPD) of a 2-piece molecular cluster, C10H18F5N4O2 overall.

The LUMO energy is -3.807 eV. Its total charge is +1. The calculated total energy is -34300.295 eV.

Element x y z (Å)
N 3.252 0.625 -0.613
C 2.316 -0.361 -0.865
O 2.150 -1.323 -0.126
C 1.545 -0.246 -2.175
C 0.058 -0.573 -1.950
C -0.771 0.550 -1.340
C -0.797 1.910 -2.040
N -1.759 2.657 -1.123
C -2.822 1.655 -0.681
C -2.290 0.321 -1.232
C -2.846 -0.914 -0.525
F -4.200 -0.874 -0.662
F -2.392 -2.017 -1.162
C -2.539 -1.077 1.014
F -3.580 -0.698 1.739
F -2.212 -2.311 1.309
F -1.506 -0.275 1.374
H 3.546 0.648 0.357
H 3.029 1.543 -0.972
H 1.949 -1.015 -2.840
H 1.727 0.716 -2.662
H -0.394 -0.905 -2.889
H 0.041 -1.409 -1.244
H -0.397 0.756 -0.328
H -1.298 1.833 -3.010
H 0.140 2.457 -2.136
H -1.229 2.935 -0.296
H -2.136 3.518 -1.519
H -2.859 1.668 0.409
H -3.785 1.939 -1.104
H -2.671 0.226 -2.257
C 2.915 -1.547 4.217
O 3.089 -1.681 5.411
N 1.710 -1.788 3.610
N 3.909 -1.141 3.364
H 1.565 -1.684 2.623
H 0.960 -2.110 4.191
H 4.815 -0.966 3.757
H 3.770 -1.044 2.377

---

# 2
The following is a DFT calculation (wB97M-V/def2-TZVPD) of EuFHO2P as an isolated structure at a distorted geometry.

The LUMO energy (spin up / spin down) is -14.166 / -10.990 eV. The spin multiplicity is 7. Its total charge is +2. The calculated total energy is -35426.116 eV.

Element x y z (Å)
P 1.883 0.905 -0.012
O 2.457 -0.533 -0.034
O 0.429 0.192 0.316
F -3.924 0.071 -0.325
Eu -1.898 0.334 -0.177
H 1.053 -0.969 0.232

---

# 3
The following is a DFT calculation (wB97M-V/def2-TZVPD) of C2H5N2 as an isolated structure at a distorted geometry.

For the energy above the lowest of the compared OMol25 structures with the same formula, charge and spin, the calculation gives 1.712 eV. The LUMO energy (spin up / spin down) is -5.051 / -8.779 eV. The spin multiplicity is 3. Its total charge is +1. The calculated total energy is -5121.154 eV.

Element x y z (Å)
C 0.575 0.266 0.943
C -0.538 -0.376 -0.584
N 0.836 -0.340 -0.201
N -0.774 0.157 0.748
H 1.284 0.665 1.636
H -0.997 0.289 -1.320
H -0.810 -1.443 -0.637
H 1.952 0.629 -1.964
H -1.530 0.153 1.379

---

# 4
The following is a DFT calculation (wB97M-V/def2-TZVPD) of a 2-piece molecular cluster, C6H10O overall at a distorted geometry.

For the energy above the lowest of the compared OMol25 structures with the same formula, charge and spin, the calculation gives 11.895 eV. The LUMO energy is -0.373 eV. Its total charge is 0. The calculated total energy is -8419.345 eV.

Element x y z (Å)
C 2.398 -0.458 0.004
C 0.979 -0.351 0.421
C -1.662 -0.319 -1.291
C -1.637 0.574 -0.116
C -1.929 -0.793 0.309
O -0.802 1.147 0.889
C 0.569 1.020 0.761
H 2.916 0.469 -0.284
H 2.475 -1.183 -0.811
H 2.993 -0.971 0.774
H 0.038 -0.289 -1.600
H -1.290 -0.988 -2.056
H -2.238 1.399 -0.383
H -2.821 -1.319 0.067
H -1.850 -0.960 1.437
H 0.908 1.832 0.096
H 0.951 1.191 1.780